# 1
35
Properties=species:S:1:pos:R:3:forces:R:3 method="wB97M-V/def2-TZVPD" lumo_ev=-2.41 spin_multiplicity=1 de_lowest_kj_mol=394.9 total_charge=+1
C -1.344410 2.265488 -0.425161 -3.8282 -1.5396 -1.2755
C 0.004544 2.573692 -0.153703 1.8129 0.2404 0.9511
C 2.396110 -2.202510 0.240320 -0.4763 -0.4621 0.0313
C 2.940255 -1.335218 -0.899256 -1.8190 2.8378 2.9220
C -2.591053 -1.373612 -0.615862 -0.9200 -2.7264 -4.1411
C -2.657599 -1.111424 0.820913 2.9783 -1.3642 3.2655
C 1.077029 -1.480009 0.753410 0.4200 -3.8249 0.8741
C 1.840067 -0.177776 -0.917158 0.9297 -3.2704 2.8780
C -2.019352 -0.106707 -1.336619 -0.1056 -0.1501 -0.0761
C -2.352395 0.354482 1.013994 -1.1974 0.2555 -1.7396
C 2.553968 3.131814 0.077734 -0.6630 -1.3852 -0.3586
C 1.200080 2.593205 0.051379 -1.6292 1.5252 -0.5690
N 0.950497 -0.335783 0.010196 0.4370 3.2770 -3.6663
N -1.546508 0.667007 -0.201959 3.1524 3.4954 0.6790
H -1.582991 2.448209 -1.520707 0.2964 -0.2350 1.1861
H 2.049601 -3.155512 -0.193689 0.6906 0.1068 0.5173
H 3.116130 -2.339406 1.063400 -0.3746 -0.1868 -0.4664
H 3.971091 -1.016574 -0.897624 0.2030 0.3335 0.4618
H 2.785056 -1.767359 -1.782508 -0.3430 -2.1305 -3.7359
H -1.935903 -2.326297 -0.940835 -1.5179 2.1360 0.9312
H -3.669505 -1.611615 -0.972183 1.9136 0.4146 0.1229
H -3.543707 -1.382811 1.311477 -1.5949 -0.2070 0.2404
H -1.903961 -1.814543 1.421888 -1.0960 1.7755 -1.2486
H 0.120979 -2.183641 0.497706 2.1408 1.6372 1.2139
H 1.251692 -1.260761 1.832314 -1.0085 -0.2113 -0.5952
H 1.837192 0.544097 -1.673248 -0.3031 1.4005 -0.7344
H -2.243628 2.701810 0.141143 1.8531 -0.1082 -0.4473
H -1.131417 -0.297210 -2.021207 -1.3624 0.1873 0.7105
H -2.742164 0.592587 -1.774644 -0.2328 -0.9544 -0.6257
H -3.239702 0.998892 0.863785 -0.0991 -0.5886 0.0746
H -2.003222 0.660362 1.965459 1.2479 0.1890 0.6480
H 2.849996 3.332571 1.060349 0.4876 0.4973 1.5146
H 2.573151 4.006889 -0.522571 0.1266 0.8123 -0.4934
H 3.230529 2.402863 -0.311165 0.6875 -0.4157 -0.3993
H -0.468787 0.508213 -0.181246 -0.8065 -1.3609 1.3500

---

# 2
35
Properties=species:S:1:pos:R:3:forces:R:3 method="wB97M-V/def2-TZVPD" lumo_ev=-2.95 spin_multiplicity=1 de_lowest_kj_mol=528.5 total_charge=+1
C 1.354444 1.951819 1.911370 0.3301 -2.9862 -2.7824
C 3.081050 -0.849727 -0.737849 -3.3352 -2.7365 -0.6222
C 1.121237 -1.825817 2.338809 1.9909 0.2844 -1.4596
C 0.221616 2.348109 -1.668371 -1.2570 1.6892 -0.0360
C 1.692907 1.233719 0.775016 -0.9251 -1.6054 1.4706
C 1.796384 -1.097149 -0.442464 2.4287 1.9928 0.2715
C 0.568221 -0.770502 1.746933 1.2734 -1.7751 0.0348
C 0.010743 1.034430 -1.517090 0.6020 1.3611 -1.8400
C -1.828288 -1.371407 -1.863491 -0.5228 -1.2855 2.5665
C -1.427060 -0.967914 -0.447291 -0.8960 0.3016 2.7240
C 1.089296 -0.208048 0.462454 -3.0432 4.0552 1.6905
C -0.585622 0.367126 -0.360335 2.3846 -1.0034 1.0984
N -2.656850 -0.713349 0.466275 1.3340 1.1013 -2.0109
N -1.204858 1.385487 0.552180 2.4568 -1.1285 2.2712
H 1.821151 2.881563 2.071223 0.1449 1.0038 0.5253
H 0.733498 1.387404 2.615683 0.4864 0.8818 0.3002
H 3.557673 -1.554686 -1.330878 0.9689 -1.1252 -1.1866
H 3.655685 -0.107938 -0.405620 1.9247 3.0402 1.4828
H 0.801197 -2.267876 3.273761 0.1221 0.1080 -0.0937
H 2.102203 -2.090751 1.827830 -1.4106 -0.6813 0.9984
H 0.754843 2.779407 -2.521352 0.0022 -0.7031 0.1460
H -0.259284 3.214371 -1.133877 0.5303 -1.2633 0.1685
H 2.393617 1.526217 0.018936 0.1448 0.7689 -0.0398
H 1.364725 -1.952824 -0.852807 -1.0147 -1.2620 -0.3702
H -0.168357 -0.304218 2.315852 -1.6843 0.9279 0.3180
H 0.520789 0.539662 -2.366253 -0.5452 -0.7478 1.0558
H -2.902757 -1.341050 -1.998051 0.0654 0.0029 -0.3366
H -1.290307 -0.765482 -2.445443 1.1403 3.0117 -2.8528
H -1.381208 -2.274799 -2.192111 -0.2009 -1.5856 0.2564
H -0.824497 -1.705161 0.181939 -0.8470 0.5408 -1.3795
H -2.869423 -1.495956 0.992674 -0.0390 -2.0390 1.4685
H -3.482108 -0.626074 -0.104443 -0.2261 0.4261 -0.3851
H -0.387914 1.953174 1.209530 -1.9057 -1.2377 -2.3498
H -1.850463 0.846126 1.180243 0.1922 0.0510 -0.5235
H -1.797458 1.915401 -0.030306 -0.6698 1.6172 -0.5784

---

# 3
44
Properties=species:S:1:pos:R:3:forces:R:3 method="wB97M-V/def2-TZVPD" lumo_ev="-2.35 / -6.11" spin_multiplicity=5 de_lowest_kj_mol=0.0 total_charge=+1 s_squared=6.015
Pt -1.137681 -0.130545 0.976999 0.0226 0.0038 -0.0345
O -0.937795 -0.957723 3.164586 0.0128 0.0285 0.0340
C 0.348519 -0.796673 3.767635 -0.0047 -0.0206 -0.0192
C 1.495075 -1.453695 3.000455 -0.0063 0.0109 -0.0077
N 1.973675 -0.771513 1.799920 0.0172 -0.0056 0.0222
C 2.381457 0.565162 1.837784 0.0024 -0.0351 0.0013
C 1.243492 1.610913 1.255175 -0.0247 0.0610 0.0658
O 1.648649 2.414858 0.464033 -0.0029 -0.0192 -0.0218
O 0.110372 1.454789 1.809780 0.0306 -0.0165 -0.0392
C 2.188186 -1.535207 0.596290 -0.0297 0.0027 0.0025
C 0.878373 -1.914119 -0.159367 -0.0021 -0.0208 0.0462
O 0.976710 -2.175118 -1.333762 -0.0194 0.0083 -0.0209
O -0.179887 -1.963919 0.584383 0.0282 0.0008 -0.0338
H -1.183377 -1.891479 3.172614 0.0002 -0.0045 -0.0191
H 0.330487 -1.242526 4.763112 -0.0017 -0.0001 0.0077
H 0.494925 0.274292 3.872662 -0.0066 0.0075 -0.0005
H 1.224867 -2.468991 2.718254 -0.0019 -0.0011 -0.0072
H 2.349136 -1.504422 3.686498 0.0072 -0.0044 -0.0017
H 3.250141 0.730469 1.207366 0.0035 0.0053 -0.0057
H 2.549026 0.901211 2.860649 -0.0082 0.0048 -0.0059
H 2.672364 -2.481829 0.851927 0.0007 -0.0034 0.0032
H 2.831433 -0.981276 -0.081016 0.0093 0.0067 0.0008
C -1.893424 3.294673 0.210329 0.0078 0.0021 0.0021
C -2.762324 2.520603 1.161084 -0.0017 0.0658 -0.0704
O -3.642332 3.292974 1.711284 -0.0034 -0.0112 -0.0031
O -2.727418 1.322765 1.423056 -0.0073 -0.0276 0.0728
H -2.289039 4.291786 0.029055 -0.0015 0.0033 0.0090
H -1.838507 2.725858 -0.716691 -0.0066 -0.0218 0.0020
H -0.895522 3.358521 0.644167 -0.0101 -0.0185 0.0196
C 0.753238 0.870905 -3.217266 -0.0064 -0.0127 -0.0099
N -0.354680 -0.079699 -3.184880 0.0152 -0.0130 0.0088
C -0.434887 -1.052561 -4.273863 0.0051 0.0049 0.0094
C -1.077013 -0.220387 -2.086482 -0.0147 0.0059 -0.0211
C -2.119316 -1.294465 -2.029642 0.0207 -0.0117 -0.0047
O -0.883772 0.552196 -1.103268 -0.0088 0.0093 0.0083
H 0.813411 1.309803 -4.210720 -0.0033 0.0061 0.0002
H 1.689723 0.354314 -2.996809 -0.0005 -0.0054 -0.0055
H 0.595464 1.651562 -2.481676 0.0005 -0.0016 0.0055
H 0.290939 -0.773214 -5.031403 0.0002 0.0051 0.0001
H -1.421904 -1.053330 -4.733014 -0.0025 0.0019 0.0025
H -0.193248 -2.052208 -3.913003 0.0031 0.0002 0.0026
H -2.696224 -1.353546 -2.950296 -0.0011 0.0063 0.0000
H -2.795697 -1.095332 -1.200604 -0.0056 0.0001 0.0106
H -1.625617 -2.253863 -1.865341 -0.0056 0.0037 -0.0052

---

# 4
37
Properties=species:S:1:pos:R:3:forces:R:3 method="wB97M-V/def2-TZVPD" lumo_ev=-5.28 spin_multiplicity=1 total_charge=+1
C -0.821427 1.715491 -0.811317 0.1589 0.0916 -0.6393
C -0.094936 1.489347 0.495544 -0.2536 0.4746 0.6140
C 1.397547 1.637115 0.287858 0.7100 0.1804 -0.1957
C -0.588650 2.470590 1.554479 0.2528 0.3198 0.2055
N -0.326516 0.117655 0.942523 0.3431 -1.1766 0.7219
C -1.312609 -0.653193 0.467916 -0.0475 -0.4560 -1.4481
N -0.945777 -1.931269 0.703590 0.7277 0.4006 1.2509
C -1.577184 -3.124888 0.150729 -0.3934 0.3651 -0.4273
C 0.204112 -1.936685 1.510170 -0.4152 0.1691 -0.2872
C 0.589252 -0.655387 1.665005 -0.1477 -0.2109 -0.6248
H -1.843531 1.348170 -0.802004 0.0023 0.2214 0.0496
H -0.819723 2.775567 -1.058716 0.0012 0.0747 0.0420
H -0.301329 1.192230 -1.618238 -0.1396 -0.0405 0.0175
H 1.967542 1.413658 1.206681 -0.2235 0.2569 -0.5010
H 1.734390 0.966277 -0.521993 -0.0427 0.2232 0.4009
H 1.632854 2.666240 -0.006108 -0.0451 -0.1762 0.0367
H -0.030376 2.325667 2.495237 -0.2769 0.1157 -0.2956
H -0.398991 3.491376 1.182110 -0.1727 -0.3051 0.3355
H -1.662020 2.346663 1.757934 0.2632 0.0392 -0.0881
H -2.146702 -2.825690 -0.759527 0.3586 -0.2298 0.7750
H -0.811906 -3.841899 -0.161351 -0.0902 0.1916 0.1258
H -2.236234 -3.597139 0.881076 -0.0086 -0.0047 -0.1021
H 0.625097 -2.820883 1.929956 0.1956 -0.4134 -0.0158
H 1.477933 -0.263945 2.117863 -0.0601 -0.0274 0.2039
C -7.068444 0.296964 -0.736536 0.0766 -0.3149 -0.0786
C -6.033542 0.432289 -1.850634 -1.2287 -0.6189 -0.0535
S -4.465109 -0.395567 -1.521148 1.1053 0.9449 -1.4228
C -4.039479 0.056818 0.009920 -1.3069 0.0141 1.0994
S -5.124504 0.037791 1.304879 0.8589 1.3792 0.2728
C -6.639535 0.760674 0.647174 -1.0676 -0.5301 0.0712
H -7.973051 0.828735 -1.020187 -0.0048 0.3116 -0.0498
H -7.386685 -0.742028 -0.689495 0.1220 -0.1816 0.1076
H -6.427707 -0.105539 -2.732769 0.2729 0.3785 0.2779
H -5.848486 1.470723 -2.136752 0.2814 -0.1974 0.0990
H -2.939055 0.149878 0.268536 -0.2055 -1.3469 -0.2939
H -6.572690 1.853141 0.729816 0.1994 -0.3378 0.0564
H -7.393616 0.398483 1.368103 0.2000 0.4162 -0.2400

---

# 5
36
Properties=species:S:1:pos:R:3:forces:R:3 method="wB97M-V/def2-TZVPD" lumo_ev="2.91 / 2.88" spin_multiplicity=2 de_lowest_kj_mol=33.9 total_charge=-1 s_squared=0.750
C -2.348361 -3.402608 1.452351 0.7712 -0.7723 -0.0641
C -1.113421 -4.329588 1.650651 -0.2408 1.6073 0.9591
C -1.227081 -5.674058 0.969931 0.5487 -0.4905 1.2854
C -1.577071 -5.586758 -0.420629 -0.3583 -0.0669 -2.9442
N -1.799681 -5.512498 -1.566019 0.3215 -0.1731 2.3271
H -2.544351 -2.778428 2.324191 0.0056 -0.1135 0.0322
H -3.193631 -4.058068 1.242621 -0.3549 0.4161 -0.0691
H -2.124991 -2.738608 0.617301 -0.4358 -0.0524 -0.1482
H -0.922371 -4.451158 2.716871 -0.2457 -0.5211 0.1298
H -0.240221 -3.735938 1.380121 0.2286 -0.3910 -0.6105
H -1.868431 -6.349768 1.535781 -0.9451 0.3360 -0.2706
H -0.325181 -6.263488 1.134981 0.7182 0.2681 -0.6362
C 0.700299 -1.717328 -1.563719 0.7457 -0.4869 -0.4488
C 1.792339 -0.633388 -1.256459 -0.9554 -0.3274 -0.8160
C 1.185289 0.723452 -1.697779 -0.0059 -0.4613 0.7415
C 2.038209 1.862192 -1.711819 4.1057 4.6068 0.2257
N 2.724139 2.839432 -1.707919 -2.7227 -3.7161 -0.0976
H 0.143579 -1.606178 -2.494209 -0.1015 1.0021 -0.0697
H -0.035631 -1.849648 -0.770619 0.1735 0.1524 0.1326
H 1.106199 -2.697788 -1.812819 0.5021 -0.1918 0.7769
H 2.775919 -0.814718 -1.689819 -0.2572 -0.1773 -0.4026
H 1.981439 -0.582528 -0.184189 -0.1569 -0.0443 0.1107
H 0.517859 0.931012 -0.861379 -0.9197 0.1742 -0.3461
H 0.704909 0.761442 -2.675479 -0.3947 -0.6020 0.1836
C 0.662649 5.658612 1.641641 0.2799 -0.5659 -0.1729
C 1.077699 4.719102 0.513241 0.8498 0.2810 -1.0026
C 0.009089 4.579212 -0.593219 -1.0023 -1.2328 0.3305
C -1.087381 3.653002 -0.252789 1.2777 1.0488 -0.1000
N -1.969671 2.965252 -0.058569 -1.3722 -1.0908 0.3827
H 1.345769 5.799982 2.479171 0.6241 -0.2730 -0.3552
H -0.194081 5.204012 2.139091 -0.6162 0.6581 -0.2861
H 0.558729 6.634382 1.167131 -0.8100 0.1195 0.4340
H 1.481579 3.755802 0.824731 -0.6282 -0.2065 0.1715
H 1.923329 5.086692 -0.068039 0.2650 0.5062 0.3129
H 0.391859 4.141662 -1.515249 0.5479 0.2190 0.0598
H -0.549341 5.467312 -0.889089 0.5585 0.5612 0.2446

---

# 6
36
Properties=species:S:1:pos:R:3:forces:R:3 method="wB97M-V/def2-TZVPD" lumo_ev=0.51 spin_multiplicity=1 smiles=CCCC[C@H](C#N)[C@@H](C#N)CCCCN de_lowest_kj_mol=54.4
C 4.988448 -1.032083 0.109559 -0.2221 -0.0894 -0.0357
C 3.495974 -0.800631 -0.138012 0.6431 -0.0644 0.3690
C 3.079984 0.625047 0.216046 -0.2537 -0.1887 -0.2137
C 1.854463 1.120844 -0.547073 -0.0454 -0.4608 0.0917
C 0.519190 0.640467 0.090488 0.8508 0.4514 -0.4643
C 0.251059 -0.686882 -0.432489 -1.0625 -2.3203 -0.8225
N -0.055808 -1.702681 -0.915050 0.8296 1.7824 0.8813
C -0.630556 1.607337 -0.234320 -0.0833 0.2271 0.2818
C -1.004847 1.491555 -1.634193 -0.6193 -0.5504 -1.9577
N -1.334064 1.339372 -2.736855 0.4630 0.3265 1.4634
C -1.879054 1.553962 0.676629 0.0402 -0.3896 -0.1067
C -2.201119 0.231658 1.395556 -0.7493 0.1650 -0.1010
C -3.502435 -0.443099 0.906071 0.4508 -0.4688 0.1493
C -3.283422 -1.665003 -0.001568 -0.4613 0.1034 -0.0775
N -3.875829 -1.505025 -1.336941 0.1044 -0.0493 0.1496
H 5.570846 -0.182511 -0.230645 0.1798 0.1525 -0.0249
H 5.183141 -1.201925 1.162629 0.1463 0.1307 0.2311
H 5.345227 -1.906280 -0.423313 0.0306 -0.2030 -0.0816
H 3.285662 -1.029216 -1.176546 -0.2462 0.0524 -0.2237
H 2.965064 -1.510287 0.486481 -0.3927 -0.2317 -0.1319
H 3.919711 1.279787 0.012805 0.1261 0.2571 -0.0616
H 2.870158 0.682917 1.282033 0.1681 0.1487 0.2495
H 1.890798 0.708558 -1.550562 0.0387 0.1842 -0.3279
H 1.864575 2.199967 -0.642947 -0.1063 0.2593 0.1658
H 0.675307 0.583513 1.161768 -0.2287 0.0211 0.3064
H -0.203307 2.600175 -0.141005 0.0938 0.2488 0.1134
H -1.809658 2.359113 1.396188 0.2326 0.1299 0.2406
H -2.731809 1.806034 0.059872 -0.1898 0.1605 -0.1493
H -1.412246 -0.508923 1.348795 0.2854 0.0207 0.0055
H -2.345012 0.457691 2.445286 0.1393 0.0862 0.2679
H -4.144526 0.279358 0.412063 -0.1480 0.1684 -0.0827
H -4.043905 -0.780569 1.782088 -0.2012 0.0131 0.1899
H -3.758391 -2.522889 0.466816 -0.0353 -0.2118 0.1083
H -2.225745 -1.891567 -0.064580 0.1475 -0.0257 -0.0504
H -4.097321 -0.537350 -1.507297 0.0447 0.1649 -0.1652
H -3.217839 -1.794261 -2.044044 0.0302 -0.0003 -0.1863